Computed, not measured: a single C3H5N3 molecule at a distorted geometry, with wB97M-V/def2-TZVPD.

**SMILES**: [H]/N=C(/C#N)NC
**E_HOMO**: -9.93 eV

Geometry as ORCA input:
```
! RIJCOSX wB97M-V def2-TZVPD def2/J DEFGRID3
* xyz 0 1
H -0.29 1.68 0.04
N 0.72 1.64 -0.01
C 0.96 0.42 -0.13
C 2.23 -0.21 -0.24
N 3.30 -0.42 0.07
N -0.07 -0.56 -0.15
C -1.53 -0.33 -0.03
H 0.32 -1.34 0.48
H -1.90 0.07 0.96
H -1.97 -1.31 -0.21
H -1.78 0.35 -0.80
*
```

***

Computed, not measured: a molecular structure, C3H5N2O at a distorted geometry, with wB97M-V/def2-TZVPD.

**E_HOMO**: -16.94 eV

Geometry as ORCA input:
```
! RIJCOSX wB97M-V def2-TZVPD def2/J DEFGRID3
* xyz 1 1
C -2.50 -0.62 -0.02
C -1.15 -0.87 0.03
C 1.21 0.95 -0.03
N -2.68 0.67 -0.01
N -0.59 0.30 0.01
O -1.53 1.23 0.01
H -3.31 -1.23 -0.08
H -0.54 -1.84 0.08
H 1.24 1.82 -0.78
H 1.58 0.96 1.01
H 1.87 0.18 -0.36
*
```

***

LUMO energy? In order: 0.020; -0.181 Ha.
ΔE to the lowest compared entry with this formula, charge and spin? In order: 1.712; 5.575 eV.
E? In order: -281.5271; -301.6244 Eh.